Arrangement a

The molecule C7H9Br2NO, computed with ωB97M-V with the def2-TZVPD basis set.

Element x y z (Å)
C -1.08841 1.65085 0.67616
C -1.62068 0.50178 0.05126
C -1.13756 -0.56703 -0.70568
C 0.09541 2.29945 0.67500
C 1.07059 -0.88566 0.30884
C 0.58343 -0.75566 1.68620
C 0.81738 -1.08393 -2.05722
N 0.31927 -0.79700 -0.73801
O -1.79265 -1.37069 -1.35318
Br -3.55240 0.40120 0.16509
Br 1.64038 1.96481 -0.37871
H -1.81759 2.14653 1.31125
H 0.23577 3.18228 1.27282
H 2.11800 -1.11665 0.14863
H -0.45563 -1.07823 1.75666
H 0.59853 0.29553 2.00115
H 1.20961 -1.32917 2.36433
H 0.58591 -0.24344 -2.71054
H 1.89128 -1.25125 -2.03165
H 0.29934 -1.96373 -2.44240

Values from the calculation:
E_LUMO (spin up / spin down) (eV): -0.363 / -0.362
Orbital gap (spin up / spin down) (eV): 6.95 / 6.95
2S+1: 1


Arrangement b

The molecule C7H9Br2NO, computed with ωB97M-V with the def2-TZVPD basis set.

Element x y z (Å)
C 1.55263 -0.10109 1.03459
C 0.93090 -0.03227 -0.32408
C 0.42851 1.77183 -0.61090
Br 0.30143 2.17800 -2.44729
C -0.77054 1.98832 0.14351
C -1.57238 0.97117 0.49494
Br -3.17386 1.26226 1.47450
C -1.48200 -0.44631 0.33118
O -2.46533 -1.14712 0.53968
N -0.38836 -0.81334 -0.38804
C -0.11711 -2.19374 -0.83051
H 0.73311 -0.52777 1.67598
H 2.08276 0.82792 1.32460
H 2.22247 -0.98557 1.19703
H 1.70810 -0.34798 -1.10539
H 1.25888 2.42223 -0.29673
H -1.08666 2.96171 0.41155
H 0.32396 -2.84624 0.06028
H -1.11690 -2.77192 -0.93356
H 0.63042 -2.17010 -1.75132

Values from the calculation:
E_LUMO (eV): -0.200
Structure (SMILES): C[C@@H]1[C@@H](Br)C=C(Br)C(=O)N1C
Orbital gap (eV): 9.08
2S+1: 1


Stability ranking, top and bottom: arrangement a is the most stable and arrangement b is the least stable.


Arrangement a

The ion C4H8N with charge +1, computed with ωB97M-V with the def2-TZVPD basis set.

Element x y z (Å)
C 1.77078 -1.08963 -1.16041
C 0.70876 -0.34711 -0.41872
C -0.53831 -0.56341 -0.10886
N -1.40637 0.34771 0.52202
C -0.65324 1.51333 1.03356
H 1.73303 -2.17017 -0.96443
H 1.72012 -0.84315 -2.20703
H 2.74021 -0.74637 -0.78307
H -1.29466 2.38111 1.22697
H -1.09499 -1.44163 -0.44819
H -2.01158 -0.05335 1.22697
H -0.06980 1.27056 1.93718
H 0.03237 1.76916 0.22155

Values from the calculation:
E_LUMO (eV): -8.005
Orbital gap (eV): 6.44
Total charge: +1
2S+1: 1


Arrangement b

The ion C4H8N with charge +1, computed with ωB97M-V with the def2-TZVPD basis set.

Element x y z (Å)
C -0.50055 -0.85394 -1.19158
C -0.87380 0.69536 -1.05694
C -0.16199 -0.04854 0.00345
C 0.06844 -0.23845 1.38564
N 1.34974 0.44086 0.88185
H -1.31243 -1.58483 -1.00662
H 0.23067 -1.07189 -2.03089
H -0.46702 1.46728 -1.62772
H -1.90206 0.87556 -0.79456
H -0.46710 0.32074 2.15015
H 0.34775 -1.28643 1.60133
H 1.55946 1.46257 0.56538
H 2.12889 -0.17829 1.12053

Values from the calculation:
E_LUMO (eV): -4.216
Structure (SMILES): C1CC12C[NH2+]2
Orbital gap (eV): 11.88
Total charge: +1
2S+1: 1


Arrangement c

The ion C4H8N with charge +1, computed with ωB97M-V with the def2-TZVPD basis set.

Element x y z (Å)
C -0.85314 1.73695 -0.89552
C -0.40094 1.28931 0.51957
C 0.14037 -0.01448 0.52277
N 0.38501 -1.18938 0.61419
C 0.97291 -2.37591 0.28225
H -1.27890 1.07295 -1.66079
H -0.04248 2.09726 -1.53609
H -1.80113 2.41311 -0.82999
H 0.38950 2.04655 0.86003
H -1.15114 1.25419 1.30912
H 1.88318 -2.61747 0.88182
H 0.38667 -3.27096 0.70571
H 1.37008 -2.44211 -0.77307

Values from the calculation:
E_LUMO (eV): -4.601
Structure (SMILES): CCC#[N+]C
Orbital gap (eV): 11.95
Total charge: +1
2S+1: 1


Stability ranking, top and bottom: arrangement c is the most stable and arrangement a is the least stable.


Arrangement a

A structure of composition C3HCl2NOS, computed with ωB97M-V with the def2-TZVPD basis set.

Element x y z (Å)
C 0.29258 0.48744 0.40616
C -0.10916 0.08808 -1.61617
C -0.40812 -0.63019 0.25706
H 1.11939 0.20146 2.99978
N 0.49141 0.98748 -0.88196
O -0.62156 -0.93891 -1.04398
S 0.38815 1.56160 1.84119
Cl 0.00681 0.04588 -3.28345
Cl -1.15948 -1.80283 1.32136

Values from the calculation:
E_LUMO (eV): -1.142
Orbital gap (eV): 7.96
2S+1: 1


Arrangement b

A structure of composition C3HCl2NOS, computed with ωB97M-V with the def2-TZVPD basis set.

Element x y z (Å)
C -1.63594 0.33341 -0.15417
C -1.55505 -0.96261 0.11232
C 1.97864 0.16371 -0.05267
N -0.70903 1.23854 -0.39244
O -1.34193 -2.10749 0.33052
S 0.79767 1.45277 -0.18389
Cl 3.40824 0.53914 0.66716
Cl 1.77958 -1.53426 -0.12579
H -2.72220 0.87681 -0.20105

Values from the calculation:
E_LUMO (spin up / spin down) (eV): -0.761 / -0.880
Orbital gap (spin up / spin down) (eV): 6.83 / 6.69
2S+1: 1


Stability ranking, top and bottom: arrangement a is the most stable and arrangement b is the least stable.


Arrangement a

The molecule C8H14N2O6, computed with ωB97M-V with the def2-TZVPD basis set.

Element x y z (Å)
N 2.67391 -1.84630 0.47502
C 2.12536 -0.56916 0.95462
C 2.96951 0.50611 0.25719
O 3.14067 0.06256 -1.15298
C 0.74726 -0.37716 0.34786
O 0.64760 -0.42244 -0.90632
N -0.40660 -0.20235 1.12434
C -1.65490 -0.35660 0.44860
C -2.06414 0.51796 -0.72154
C -2.13044 2.03226 -0.37913
C -0.81471 2.53391 0.11662
O -0.50623 2.64550 1.25824
O 0.26943 2.42824 -0.73565
C -1.94344 -1.89315 -0.07623
O -2.82358 -2.52774 0.37447
O -1.00450 -2.47454 -0.78042
H 2.87236 -1.64103 -0.47931
H 1.98053 -2.60361 0.55143
H 2.03914 -0.52320 2.04949
H 3.99305 0.37223 0.76133
H 2.52641 1.55183 0.31141
H 2.26129 -0.11698 -1.46730
H -0.27529 -0.39080 2.09038
H -2.39254 -0.16215 1.23923
H -2.99802 0.14723 -1.24101
H -1.33870 0.42936 -1.51987
H -2.41114 2.66970 -1.17447
H -2.90029 2.10775 0.35976
H 0.07195 2.24976 -1.62838
H -0.49400 -1.80720 -1.19493

Values from the calculation:
E_LUMO (eV): 0.334
Structure (SMILES): N[C@@H](CO)C(=O)N[C@@H](CCC(=O)O)C(=O)O
Orbital gap (eV): 10.07
2S+1: 1


Arrangement b

The molecule C8H14N2O6, computed with ωB97M-V with the def2-TZVPD basis set.

Element x y z (Å)
N 4.08284 -0.08582 -0.22036
C 2.73163 0.37793 0.10202
C 2.15771 1.29583 -0.99426
O 1.01655 2.04352 -0.61659
C 1.70593 -0.72521 0.28487
O 1.93248 -1.92313 0.04882
N 0.52243 -0.28304 0.66244
C -0.58047 -1.18165 0.53034
C -1.65172 -0.76976 1.48496
C -2.17996 0.64095 1.20505
C -3.09900 0.60409 -0.03522
O -3.64964 -0.38689 -0.41090
O -3.36843 1.80672 -0.60549
C -0.97219 -1.25835 -0.96757
O -0.68720 -0.47061 -1.82575
O -1.72842 -2.37654 -1.27296
H 4.55859 -0.29830 0.70689
H 4.01342 -1.00983 -0.68777
H 2.77633 0.97124 0.99663
H 3.01253 1.96375 -1.22830
H 1.86259 0.68499 -1.92163
H 1.31583 2.61493 0.12012
H 0.31099 0.65194 0.33512
H -0.14335 -2.17374 0.75283
H -2.54989 -1.41557 1.42188
H -1.34970 -0.80424 2.54865
H -2.82143 0.94404 2.06895
H -1.31091 1.34214 1.02082
H -3.96963 1.51551 -1.32069
H -1.93793 -2.29488 -2.18290

Values from the calculation:
E_LUMO (eV): 0.488
Structure (SMILES): N[C@@H](CO)C(=O)N[C@@H](CCC(=O)O)C(=O)O
Orbital gap (eV): 10.18
2S+1: 1


Stability ranking, top and bottom: arrangement b is the most stable and arrangement a is the least stable.


Arrangement a

A cluster of 2 separate species, CH3ClFP in total, computed with ωB97M-V with the def2-TZVPD basis set.

Element x y z (Å)
C 1.57574 0.27681 -0.24491
F -2.06099 -1.46479 1.16263
P -1.74902 0.13158 0.80408
Cl -2.52697 0.24779 -1.02587
H 1.70093 -0.28916 0.69545
H 1.33116 1.30179 -0.10958
H 1.72914 -0.20402 -1.28179

Values from the calculation:
E_LUMO (spin up / spin down) (eV): -0.967 / 0.010
Orbital gap (spin up / spin down) (eV): 8.03 / 8.41
2S+1: 1


Arrangement b

A cluster of 2 separate species, CH3ClFP in total, computed with ωB97M-V with the def2-TZVPD basis set.

Element x y z (Å)
C -0.65966 -1.54193 -0.21864
F 0.56612 -1.28131 0.32958
P -0.42991 -0.16101 -2.73322
Cl 0.59863 1.30776 -1.88798
H -0.72086 -2.63871 -0.29937
H -1.31339 -0.65944 0.13339
H -1.53419 0.45108 -2.41821

Values from the calculation:
E_LUMO (spin up / spin down) (eV): -0.050 / -0.736
Orbital gap (spin up / spin down) (eV): 8.24 / 8.01
2S+1: 1


Stability ranking, top and bottom: arrangement a is the most stable and arrangement b is the least stable.


Arrangement a

A cluster of 2 separate species, C8H16N2 in total, computed with ωB97M-V with the def2-TZVPD basis set.

Element x y z (Å)
C 2.39653 -0.55281 -2.65556
C 1.92410 -1.35680 -1.45589
C 1.72963 -0.54673 -0.23695
C 2.54197 -0.19540 0.82952
N 1.77939 0.61778 1.62421
C 0.47690 0.55923 1.16255
N 0.48981 -0.01301 -0.01932
H 3.21716 0.09167 -2.27083
H 1.69263 0.16423 -3.06863
H 2.80218 -0.98129 -3.56345
H 0.98240 -1.79267 -1.81613
H 2.62165 -2.19929 -1.24574
H 3.61283 -0.12230 0.81587
H 1.88360 0.90140 2.58630
H -0.22256 1.27827 1.57305
C -3.53604 0.79615 -0.84287
C -3.02596 0.84586 0.59960
C -3.49682 -0.32687 1.42128
H -2.98212 1.32755 -1.61466
H -4.54425 1.22122 -0.94924
H -3.53101 -0.23578 -1.17912
H -1.94889 1.04498 0.58351
H -3.33266 1.80446 1.05387
H -3.23856 -1.25205 0.86986
H -2.87057 -0.46876 2.30530
H -4.52661 -0.37534 1.73656

Values from the calculation:
E_LUMO (eV): 0.836
Structure (SMILES): CCc1c[nH]cn1.CCC
Orbital gap (eV): 9.55
2S+1: 1


Arrangement b

The molecule C8H16N2, computed with ωB97M-V with the def2-TZVPD basis set.

Element x y z (Å)
C -2.72994 1.43626 0.11477
C -2.39730 0.04015 -0.42328
C -1.04900 -0.37532 0.07546
C -0.45294 -0.94815 1.34878
C 0.01086 -1.26973 -0.06214
C 0.28747 -2.61956 -0.65244
N 0.51883 0.00019 -0.58831
N 1.45518 0.71033 0.12329
C 1.49450 2.08741 -0.48720
C 2.67650 0.07188 0.32435
H -2.35123 1.60258 1.23975
H -3.74866 1.83191 -0.00832
H -2.04830 2.12046 -0.48892
H -2.51820 -0.18502 -1.45244
H -3.08370 -0.66980 0.21560
H -1.11554 -1.66711 1.83780
H 0.26025 -0.30506 2.04993
H 1.27380 -2.55159 -1.02535
H -0.43847 -2.77974 -1.50355
H 0.29357 -3.36011 0.23257
H 2.36685 2.49095 0.13356
H 1.74471 1.96518 -1.58509
H 0.55211 2.72961 -0.34497
H 2.87476 -0.66184 1.19437
H 2.75405 -0.61605 -0.54944
H 3.36986 0.92216 0.28119

Values from the calculation:
E_LUMO (eV): 0.953
Structure (SMILES): CC[C@@]12C[C@]1(C)N2N(C)C
Orbital gap (eV): 8.36
2S+1: 1


Stability ranking, top and bottom: arrangement a is the most stable and arrangement b is the least stable.


Arrangement a

A cluster of 2 separate species, C3H6N3O2 in total, computed with ωB97M-V with the def2-TZVPD basis set.

Element x y z (Å)
C 2.13446 -0.04023 1.44780
C -1.49310 -0.24257 -0.13808
C -1.87360 0.61623 -1.04710
N 1.35040 0.68529 0.78167
N -0.37224 -0.94200 -0.15261
N -2.38481 1.51858 -1.58254
O 0.36495 -0.88994 -1.30656
O -0.04762 -1.68246 0.73910
H 2.92946 0.20212 2.16571
H 2.01345 -1.02073 1.21251
H -2.29484 -0.55752 0.54117
H 1.31987 1.62191 0.88805
H -2.91101 1.94569 -2.26472
H 1.26465 -1.21437 -1.28441

Values from the calculation:
E_LUMO (spin up / spin down) (eV): -5.733 / -5.732
Orbital gap (spin up / spin down) (eV): 8.14 / 8.14
Total charge: +1
2S+1: 1


Arrangement b

A cluster of 2 separate species, C3H6N3O2 in total, computed with ωB97M-V with the def2-TZVPD basis set.

Element x y z (Å)
C 2.71797 -0.38788 -0.05077
C -2.63091 -0.60677 0.69893
C -2.07521 -0.33206 -0.53879
N 0.71724 0.54852 -0.14342
N 2.71958 1.03687 0.05173
N 1.49215 1.48334 0.04582
O 3.62873 -1.14964 -0.03279
O 1.35724 -0.65912 -0.12004
H -2.64192 0.24179 -1.40892
H -3.26140 0.25772 1.28691
H -2.44475 -1.57394 1.33779
H -1.56882 -1.18022 -1.12352
H -1.37945 0.59906 -0.40740
H 3.36955 1.72234 0.40447

Values from the calculation:
E_LUMO (eV): -7.320
Orbital gap (eV): 6.80
Total charge: +1
2S+1: 1


Stability ranking, top and bottom: arrangement b is the most stable and arrangement a is the least stable.


Arrangement a

A cluster of 4 separate species, C8H14N4O5 in total, computed with ωB97M-V with the def2-TZVPD basis set.

Element x y z (Å)
C 2.29632 1.31155 -0.40371
C 0.90376 1.17394 -0.08310
C 3.17590 0.54425 0.68803
C 3.33347 -0.95189 0.21068
C -1.23883 -0.23301 -0.14228
C -1.47424 -1.72248 -0.29215
C -2.36303 0.55680 -0.64618
C -3.57844 0.64906 0.35592
H 3.56542 2.81182 -2.38224
H 0.88920 3.78402 -0.57192
H 2.54257 0.71487 -1.29779
H 2.28721 0.66300 1.49340
H 4.17733 1.19489 0.88864
H 5.15668 -1.29942 1.42618
H 4.73664 -2.72589 0.48384
H 0.65134 -0.46860 -1.12475
H -1.19929 -0.05512 0.90756
H -2.91265 0.11642 -1.58079
H -1.79971 1.54604 -0.87354
H -5.73125 0.68187 0.67153
H -5.37289 0.35835 -1.26125
H -2.64058 -2.96037 -0.08988
N 2.53985 2.80939 -0.53883
N 4.76258 -1.75721 0.60195
N 0.07187 0.17136 -0.62937
N -4.80591 1.09164 -0.06626
O 0.65642 2.11724 0.79780
O 2.41036 -1.35240 -0.59998
O -0.53958 -2.59092 -0.26367
O -3.33777 0.26317 1.43826
O -2.77169 -2.00428 -0.17048

Values from the calculation:
E_LUMO (eV): -1.517
Orbital gap (eV): 7.41
2S+1: 1


Arrangement b

The molecule C8H14N4O5, computed with ωB97M-V with the def2-TZVPD basis set.

Element x y z (Å)
N 0.24715 -0.79755 -3.86831
C 0.86203 -1.27691 -2.76315
O 1.98328 -1.28417 -2.42281
C -0.10450 -1.79947 -1.59784
C -0.84375 -0.77481 -0.59289
N -0.68908 -1.22066 0.74320
C -0.63644 -0.27249 1.81337
O -0.61233 -0.53304 3.01995
C -0.48552 1.19774 1.51580
N -0.61963 2.28041 2.50474
C 0.81196 1.65315 0.71685
C 2.19956 1.39475 1.46285
N 2.83485 0.23927 1.29638
O 2.69697 2.11095 2.30965
C -2.34233 -0.64280 -1.04621
O -2.75816 -1.05888 -2.12804
O -3.18702 0.02020 -0.30887
H -0.56583 -1.33215 -4.05746
H 0.83363 -0.81104 -4.69329
H 0.46563 -2.44535 -1.00098
H -0.90171 -2.38747 -2.01741
H -0.23188 0.05796 -0.66219
H -1.26643 -2.01295 1.08401
H -1.31639 1.59767 0.73352
H -1.37877 2.07559 3.13604
H 0.28506 2.29647 2.95714
H 0.91086 1.19619 -0.27647
H 0.86012 2.80999 0.43165
H 3.45284 0.00673 2.10353
H 2.40228 -0.57741 0.98637
H -2.90644 0.29005 0.62088

Values from the calculation:
E_LUMO (eV): 0.209
Structure (SMILES): NC(=O)C[C@H](NC(=O)[C@@H](N)CC(N)=O)C(=O)O
Orbital gap (eV): 10.12
2S+1: 1


Stability ranking, top and bottom: arrangement b is the most stable and arrangement a is the least stable.